[1]
54
Properties=species:S:1:pos:R:3:forces:R:3 method="wB97M-V/def2-TZVPD" spin_multiplicity=2 gap_ha="0.28969 / 0.22840" s_squared=0.76 e_tot_ev=-64391.8385 de_lowest_kcal_mol=9.9 total_charge=+2 largest_force_ev_per_a=0.6 lumo_ev="-5.84 / -7.50"
Ru 0.23193 0.57131 -0.08966 0.559 0.092 0.159
O -2.37531 3.27980 -1.47124 -0.011 -0.041 0.001
C -1.78673 2.34279 -1.00513 0.025 -0.043 0.019
O -0.47852 2.20948 -0.98169 -0.120 0.115 0.017
C -2.53767 1.20719 -0.33041 0.206 0.063 -0.057
C -3.91865 1.32762 -0.18529 0.001 -0.141 0.059
C -4.58841 0.33453 0.47373 0.096 -0.001 -0.011
C -3.87715 -0.78449 0.95584 -0.226 0.008 0.018
C -4.54612 -1.83990 1.62586 0.049 0.000 -0.004
C -3.85980 -2.93619 2.05721 0.038 0.054 -0.040
C -2.47123 -3.02064 1.82113 -0.053 0.035 -0.004
C -1.79762 -2.01383 1.18539 -0.043 -0.011 0.007
C -2.48111 -0.86070 0.74852 0.161 -0.080 -0.045
N -1.81614 0.17147 0.11389 0.005 0.063 -0.131
H -4.39686 2.20831 -0.58785 0.001 0.006 -0.005
H -5.65890 0.39010 0.62691 -0.004 -0.005 0.008
H -5.61403 -1.75593 1.78018 -0.003 -0.003 -0.001
H -4.37287 -3.74028 2.56531 0.003 -0.007 0.005
H -1.92896 -3.89890 2.14573 -0.007 -0.009 0.006
H -0.74175 -2.10262 1.00613 -0.039 0.023 0.011
N 1.49057 -2.70957 -0.80718 0.039 0.002 -0.021
C 1.60949 -2.25055 0.45842 0.034 0.088 0.091
N 1.18114 -1.07401 0.86429 -0.077 -0.118 -0.071
C 1.42215 -0.88945 2.22439 -0.064 0.028 0.046
C 2.04054 -1.91711 2.84026 -0.073 0.109 -0.176
S 2.34302 -3.18218 1.70479 0.035 -0.013 0.079
C 0.96279 0.39407 2.74018 0.047 -0.160 0.168
C 1.06201 0.93154 3.96769 -0.026 -0.043 -0.153
S 0.46240 2.55334 3.96776 0.005 -0.020 0.081
C 0.11339 2.43826 2.28857 -0.008 0.036 -0.030
N 0.37707 1.23140 1.78408 -0.034 0.132 0.169
N -0.37799 3.45762 1.58925 0.026 0.073 -0.135
H 0.84159 -2.24470 -1.41890 -0.021 -0.007 -0.002
H 1.67177 -3.68118 -0.99707 -0.011 0.001 0.005
H 2.34524 -2.00645 3.86883 0.000 -0.015 0.010
H 1.46902 0.49670 4.86467 0.005 -0.016 -0.005
H -0.50224 4.35535 2.02789 -0.010 -0.017 0.023
H -0.31087 3.43440 0.57671 -0.049 -0.050 -0.011
C 4.50361 1.91205 -1.81178 -0.024 0.009 0.018
N 3.38894 1.11434 -2.34578 -0.064 -0.048 -0.062
C 3.37243 0.63536 -3.62139 0.047 0.018 0.021
C 2.31738 -0.04619 -4.11663 -0.033 -0.009 0.005
C 1.19663 -0.25445 -3.26533 -0.015 0.018 0.004
N 1.23505 0.18175 -2.00527 0.109 0.042 -0.175
C 2.30718 0.88897 -1.56415 -0.319 -0.032 0.064
O 2.20668 1.31444 -0.38904 -0.087 -0.107 0.001
N 0.11134 -0.90977 -3.68184 -0.080 0.012 0.027
H 5.32250 1.86539 -2.52239 0.015 0.017 0.010
H 4.81668 1.50036 -0.85631 0.002 -0.004 -0.006
H 4.18208 2.94229 -1.67671 0.015 -0.001 0.003
H 4.25277 0.84234 -4.21365 0.003 0.009 0.007
H 2.32299 -0.40123 -5.13532 -0.018 -0.014 0.001
H 0.01546 -1.15836 -4.65315 0.011 -0.020 -0.003
H -0.73695 -0.85388 -3.14045 -0.020 -0.015 0.004

***

[2]
50
Properties=species:S:1:pos:R:3:forces:R:3 method="wB97M-V/def2-TZVPD" gap_ha=0.30268 smiles="C=CC(=O)Nc1cccc(Nc2nc(Nc3ccc4c(c3)B(O)OC4)ncc2C)c1" e_tot_ev=-36373.6124 de_lowest_kcal_mol=4.5 largest_force_ev_per_a=3.0 lumo_ev=0.48
C -2.69630 -6.37764 5.74890 -0.259 -0.176 -0.079
C -1.87604 -5.47623 6.24478 -1.286 0.083 -0.915
C -1.03178 -4.60429 5.41274 0.318 0.622 -0.251
O -0.05382 -4.11677 5.94188 0.220 -0.118 0.091
N -1.39508 -4.29925 4.09842 0.419 -0.200 0.386
C -0.62071 -3.42026 3.28677 -0.389 0.206 -0.525
C 0.28352 -2.50450 3.81635 -0.146 -0.383 0.432
C 0.93975 -1.62041 2.99490 -0.505 -0.330 -0.402
C 0.67594 -1.58395 1.63964 0.282 -0.030 0.607
C -0.27678 -2.43707 1.09499 0.556 0.577 0.950
N -0.69031 -2.32362 -0.21046 -0.048 0.765 -2.505
C -0.37595 -1.28457 -1.12177 -0.181 -0.267 0.966
N 0.27700 -0.21719 -0.67863 0.093 0.505 0.166
C 0.47892 0.80826 -1.49851 0.417 -0.100 -0.847
N 1.21072 1.87872 -0.96313 -0.524 -1.084 0.069
C 1.44395 3.12145 -1.52281 -0.424 0.613 -0.993
C 2.19302 4.05261 -0.79881 0.224 -1.536 0.211
C 2.45231 5.28628 -1.30066 0.383 1.176 0.338
C 1.91605 5.68476 -2.49378 -0.513 -0.749 -0.283
C 1.14448 4.77592 -3.22698 0.846 1.927 0.575
C 0.92112 3.50297 -2.76090 -0.636 -0.514 -0.147
B 0.66515 5.74345 -4.30693 -2.021 -0.550 -2.161
O -0.41437 5.42750 -5.13659 1.270 0.422 0.397
O 1.29864 6.99489 -4.35482 -1.500 -1.568 0.174
C 2.03298 7.01714 -3.16261 1.729 0.324 0.517
N 0.10905 0.82257 -2.80660 1.335 1.518 1.480
C -0.48283 -0.24598 -3.24150 -0.776 -1.017 -0.079
C -0.79071 -1.33076 -2.44794 -0.493 -0.483 -0.444
C -1.67699 -2.39976 -2.97488 -1.089 1.394 -0.603
C -0.88143 -3.36848 1.91011 0.386 0.309 1.127
H -3.37263 -6.91642 6.37775 -0.216 -0.340 0.287
H -2.76512 -6.57720 4.69917 0.106 -0.226 -0.460
H -1.96667 -5.22995 7.27905 0.603 0.128 0.569
H -2.23158 -4.69338 3.67012 0.500 0.149 0.470
H 0.45483 -2.48828 4.86835 0.121 0.058 0.220
H 1.60363 -0.91919 3.45905 0.374 0.273 -0.055
H 1.12917 -0.85197 1.02932 0.394 0.295 -0.233
H -1.28532 -3.05936 -0.58293 0.337 0.382 0.194
H 1.56090 1.77759 -0.01445 -0.419 -0.380 -0.395
H 2.64570 3.68312 0.11374 0.018 0.352 0.229
H 3.04053 6.00001 -0.76785 0.454 0.208 0.607
H 0.29674 2.81521 -3.31976 0.278 0.250 0.143
H -0.48951 6.10911 -5.80417 -0.361 0.260 -0.305
H 1.74833 7.84868 -2.51315 -0.135 0.013 -0.139
H 3.06584 7.14281 -3.47460 0.427 0.387 0.297
H -0.78959 -0.26076 -4.29228 0.101 0.061 0.232
H -2.68788 -2.27398 -2.54549 0.277 -0.287 -0.131
H -1.31637 -3.35697 -2.77474 0.516 -1.789 0.382
H -1.78411 -2.30673 -4.06334 0.029 -0.028 0.252
H -1.63638 -3.94818 1.47505 -1.092 -1.104 -0.417

***

[3]
50
Properties=species:S:1:pos:R:3:forces:R:3 method="wB97M-V/def2-TZVPD" gap_ha=0.15506 e_tot_ev=-115360.0050 de_lowest_kcal_mol=15.6 total_charge=-1 largest_force_ev_per_a=4.9 lumo_ev=1.57
N 4.08560 -0.91551 1.80519 -0.696 2.295 -0.543
C 2.62746 -1.01386 1.56957 0.565 2.763 -1.037
C 2.01777 0.32354 1.07294 -0.158 -0.273 0.550
C 2.74154 1.41545 0.60755 -0.714 -0.197 0.090
C 2.10851 2.56185 0.12477 0.708 1.078 -0.125
C 3.00715 3.67949 -0.40451 -0.430 -0.684 -1.209
C 3.85435 3.09284 -1.56737 -0.622 -0.624 0.675
O 2.97661 2.35608 -2.42601 0.079 0.308 -0.240
C 0.72464 2.66553 0.09576 -0.223 -0.481 0.431
Br -0.18489 4.21485 -0.55528 0.293 -0.129 -0.023
C -0.02942 1.58255 0.55702 -0.167 0.089 -0.110
C 0.62220 0.44829 1.03813 -0.250 -0.254 -0.027
C -0.27084 -0.68112 1.49432 -0.112 0.508 -0.417
O -0.08215 -1.30538 2.50319 -0.018 -0.146 0.326
C -1.44573 -0.92308 0.58792 0.339 -0.177 0.184
C -1.83260 -2.21753 0.23474 -0.297 0.470 0.471
C -1.12400 -3.46403 0.72263 0.311 -0.048 -0.986
C -0.28247 -4.05085 -0.44619 -0.205 0.271 -0.028
O -0.99354 -5.09887 -1.11142 0.019 -0.070 -0.047
C -2.90950 -2.32435 -0.64716 0.054 -0.621 0.010
C -3.55333 -1.20785 -1.13362 0.217 0.433 0.077
F -4.56991 -1.34046 -2.01206 0.062 -0.248 0.076
C -3.17964 0.08468 -0.78369 0.285 0.693 -0.166
C -3.86260 1.32888 -1.33690 -0.472 -0.716 0.778
C -4.87112 1.82715 -0.27198 0.910 -0.584 -0.042
F -6.09114 1.18738 -0.48262 -0.175 0.404 -0.087
C -2.10044 0.20814 0.09232 0.199 -0.253 -0.070
C -1.54230 1.54136 0.53436 0.414 -0.633 -0.147
O -2.23785 2.46485 0.86881 -0.218 0.298 -0.035
H 4.52349 -0.53628 0.96483 0.134 -0.067 0.118
H 4.15677 -0.19823 2.53151 0.439 -0.064 -0.086
H 2.41869 -1.74458 0.79219 -0.031 -0.018 0.085
H 2.18309 -1.35606 2.48891 -0.360 0.269 -0.113
H 3.82391 1.38273 0.59825 -0.057 0.018 0.102
H 2.36976 4.42588 -0.88069 0.174 0.252 0.438
H 3.63582 4.10960 0.37668 -0.056 0.062 -0.079
H 4.33430 3.87251 -2.16212 0.233 -0.050 0.259
H 4.55217 2.37614 -1.12566 0.453 0.393 -0.261
H 3.31443 1.46331 -2.52329 -0.055 0.005 0.019
H -1.88984 -4.19691 0.98479 0.248 -0.061 0.218
H -0.43601 -3.28052 1.54312 -0.362 0.064 0.172
H 0.70514 -4.37555 -0.10670 -0.170 -0.076 0.137
H -0.12832 -3.24771 -1.17849 0.133 -0.146 0.029
H -0.47237 -5.90365 -1.06862 0.015 0.040 0.047
H -3.20800 -3.32507 -0.94861 -0.153 0.196 -0.132
H -3.11711 2.09432 -1.54997 -0.136 -0.010 -0.109
H -4.41796 1.03571 -2.22905 0.086 0.360 -0.069
H -4.95654 2.91510 -0.24491 -0.428 -0.102 -0.234
H -4.50845 1.48563 0.69743 -0.181 0.269 0.066
I 3.51469 -3.43638 2.30996 0.375 -4.804 1.066

***

[4]
52
Properties=species:S:1:pos:R:3:forces:R:3 method="wB97M-V/def2-TZVPD" spin_multiplicity=2 gap_ha="0.26985 / 0.26437" s_squared=0.75 e_tot_ev=-104766.6328 largest_force_ev_per_a=1.8 lumo_ev="0.07 / -0.07"
Cu 0.20517 -0.03785 0.78448 -0.314 -0.055 0.599
C 2.14507 3.80135 1.54598 -0.143 -0.059 -0.036
C 1.76737 2.46705 0.98398 -0.935 0.407 0.796
N 0.67097 1.88745 1.31628 0.939 -1.114 -0.669
N -0.19873 2.43975 2.16898 -0.829 1.571 0.508
C -0.78193 1.59605 2.96868 0.695 -0.339 -0.259
N -1.81673 2.01465 3.74178 -0.215 0.147 0.255
S -0.28163 -0.05105 3.11478 0.193 -0.523 0.282
C 2.70117 1.69455 0.17048 0.584 -0.343 -0.390
C 3.72377 2.30005 -0.56352 -0.289 -0.099 0.132
C 4.66117 1.50195 -1.19202 -0.027 -0.239 0.025
C 4.53847 0.12565 -1.08912 -0.051 0.220 0.010
C 3.45687 -0.38665 -0.38182 0.377 -0.107 -0.188
N 2.57677 0.36325 0.25168 0.034 0.096 0.070
H 1.94567 3.78975 2.61608 -0.019 0.076 0.036
H 1.52267 4.57835 1.10738 -0.049 0.151 0.001
H 3.18987 4.03485 1.37818 0.080 0.017 -0.026
H -1.92513 3.00865 3.87298 0.004 -0.023 -0.057
H -2.06433 1.41665 4.51588 0.075 0.151 -0.115
H 3.77907 3.37435 -0.64982 -0.019 0.067 0.068
H 5.47747 1.94635 -1.74562 -0.013 -0.003 -0.031
H 5.26317 -0.52785 -1.54832 -0.012 -0.129 -0.044
H 3.31847 -1.45775 -0.31462 -0.006 -0.069 -0.009
I -4.16973 -0.18125 -5.46312 0.289 0.041 0.337
C -2.70283 -0.04485 -3.94022 -0.439 -0.045 -0.503
C -1.38793 -0.36125 -4.23822 -0.224 -0.034 -0.139
C -0.46483 -0.27695 -3.22852 0.664 -0.098 0.110
I 1.55307 -0.77525 -3.58782 -0.316 0.049 -0.112
C -0.75393 0.14715 -1.91112 -0.496 -0.034 -0.866
O 0.22037 0.26965 -1.08742 0.302 0.226 0.399
C -2.12003 0.44455 -1.65462 0.189 0.053 0.151
C -2.56013 0.84805 -0.27472 -0.144 0.158 -0.234
N -2.15773 -0.15805 0.70038 -0.265 0.072 0.163
C -2.60103 -1.51305 0.43818 -0.017 0.080 -0.018
C -1.50783 -2.51835 0.70938 -0.260 -0.187 0.044
C -1.82603 -3.84965 0.94828 0.135 -0.025 0.029
C -0.80783 -4.76065 1.15528 -0.028 0.146 -0.033
C 0.50497 -4.31875 1.08898 0.038 -0.007 -0.070
C 0.73597 -2.97855 0.84128 0.092 -0.427 0.041
N -0.24743 -2.10425 0.67368 0.082 0.405 -0.050
C -3.06283 0.34025 -2.66292 -0.040 0.014 -0.147
H -1.09863 -0.67025 -5.23152 0.013 -0.027 -0.021
H -3.65013 1.00755 -0.28112 0.129 0.055 -0.034
H -2.08043 1.78625 0.02408 -0.057 -0.026 0.000
H -2.41723 0.12985 1.63988 0.113 -0.104 -0.193
H -2.85203 -1.59885 -0.62772 -0.034 -0.020 0.181
H -3.49343 -1.79325 1.01468 0.093 0.039 -0.116
H -2.86093 -4.15555 0.98238 -0.089 0.003 0.004
H -1.03473 -5.79525 1.36908 0.014 -0.062 -0.024
H 1.32707 -5.00315 1.21948 0.123 -0.015 0.044
H 1.73607 -2.57745 0.77488 0.120 -0.011 0.078
H -4.09453 0.58175 -2.44352 -0.050 -0.019 0.022